1.
The following is a DFT calculation (ωB97M-V with the def2-TZVPD basis set) of a molecular structure, C2H2LiO4 in a non-equilibrium geometry.

Last column: Mulliken charge in e.
Element x y z (Å)
1 O -0.3042 -1.0810 1.0565  -0.9220
2 C -1.1508 -0.2184 0.5711  0.8059
3 O -0.7425 1.0162 0.5878  -0.9363
4 O -2.1217 -0.5787 -0.1626  -0.7713
5 Li 1.0273 0.2806 0.9325  0.8235
6 C 1.8633 1.0683 -1.5537  0.0299
7 O 2.2957 0.4690 -0.5883  -0.4819
8 H 1.0131 1.7682 -1.4274  0.2125
9 H 2.3859 1.0309 -2.5284  0.2398

Results
Gap between HOMO and LUMO, hartree: 0.191
Charge: -1
Max |F|, eV Å⁻¹: 3.15
E, a.u.: -385.9870
E_LUMO, Eh: 0.1008

2.
The following is a DFT calculation (ωB97M-V with the def2-TZVPD basis set) of 2 unconnected molecules or ions with the total composition C5H12N3 in a non-equilibrium geometry.

Last column: Mulliken charge in e.
Element x y z (Å)
1 C 0.7079 -0.9203 1.2474  -0.3687
2 C -0.5276 -0.4982 1.2746  -0.4357
3 C 0.7141 0.7074 -0.2094  0.4162
4 C -0.0614 -2.4761 -1.8205  -1.0476
5 C -0.7228 2.0229 1.4528  -0.9102
6 N 1.5040 -0.2329 0.2433  -0.4892
7 N 0.9972 1.6398 -1.0994  -0.2932
8 N -0.5503 0.8161 0.5777  0.0926
9 H 0.9996 -1.9127 1.5406  0.3929
10 H -0.5557 -2.2374 -2.7304  0.3124
11 H -1.2824 -0.6813 1.9712  0.5343
12 H -0.8171 -2.4881 -1.0867  0.2209
13 H 0.7269 -1.7445 -1.4812  0.2056
14 H 0.1847 -3.5164 -1.9346  0.3413
15 H -1.6673 2.3780 1.3278  0.4358
16 H -0.7267 1.7841 2.4646  0.3660
17 H 0.0760 2.7292 1.2053  0.3453
18 H 0.4254 2.2946 -1.4033  0.1796
19 H 1.9459 1.5792 -1.5013  0.2880
20 H -1.3703 0.7564 -0.0385  0.4137

Results
Gap between HOMO and LUMO, hartree: 0.360
Energy above the lowest of the compared OMol25 structures with the same formula, charge and spin, eV: 3.157
Charge: +1
Max |F|, eV Å⁻¹: 5.57
E, a.u.: -361.6521
E_LUMO, Eh: -0.1401

3.
The following is a DFT calculation (ωB97M-V with the def2-TZVPD basis set) of C3H2N2OS2 in the gas phase in a non-equilibrium geometry.

Last column: Mulliken charge in e.
Element x y z (Å)
1 C 0.4958 -0.7840 -0.1345  0.4868
2 C -1.1782 0.9575 0.1804  -0.1187
3 C 0.2997 0.6521 -0.0895  0.2266
4 H 2.7592 -0.4182 0.0269  0.1281
5 H -1.5098 2.0421 0.2892  0.3671
6 N -0.5200 -1.5953 -0.1724  -0.2974
7 N -2.1015 0.0650 0.0982  -0.2945
8 O -1.7632 -1.2227 -0.1597  -0.0501
9 S 2.1432 -1.5781 0.0719  -0.1704
10 S 1.3750 1.8816 -0.1105  -0.2775

Results
Gap between HOMO and LUMO, hartree: 0.289
Energy above the lowest of the compared OMol25 structures with the same formula, charge and spin, eV: 3.534
SMILES: S=c1cnonc1S
Max |F|, eV Å⁻¹: 3.12
E, a.u.: -1096.4991
E_LUMO, Eh: -0.0573